116
Properties=species:S:1:pos:R:3:lowdin_spin:R:1 method="wB97M-V/def2-TZVPD" homo_ev="-3.63 / -3.55" charge=-1 energy_ha=-6752.4299 spin_multiplicity=2 homo_lumo_gap_ev="5.4 / 5.1"
Co -0.17 -0.39 0.13 0.95
I -5.67 6.63 -3.80 0.01
C -4.34 5.23 -2.91 0.04
C -4.73 3.91 -2.75 0.00
C -3.90 3.03 -2.10 0.03
C -2.65 3.41 -1.55 0.01
C -2.24 4.72 -1.90 0.03
C -3.07 5.62 -2.53 0.00
C -1.89 2.50 -0.75 0.10
C -0.40 2.72 -0.60 0.01
C -0.20 3.90 0.32 0.00
C 0.38 3.78 1.53 0.01
C 1.05 2.53 1.83 0.00
C 0.84 1.76 2.94 0.01
C 0.09 2.28 4.08 0.00
C -1.01 1.54 4.52 0.00
C -1.86 2.03 5.49 0.00
C -1.61 3.28 6.03 0.00
I -2.92 4.06 7.50 0.00
C -0.52 4.03 5.62 0.00
C 0.33 3.53 4.65 0.00
C 1.20 0.35 2.94 0.00
N 1.01 -0.50 1.88 0.02
C 1.56 -1.68 2.24 0.00
C 1.64 -2.86 1.29 -0.01
C 2.12 -4.05 2.08 0.00
C 1.26 -4.74 2.93 0.00
C 1.72 -5.80 3.69 0.00
C 3.05 -6.16 3.62 0.00
I 3.76 -7.79 4.77 0.00
C 3.93 -5.48 2.81 0.00
C 3.46 -4.43 2.04 0.00
C 0.31 -3.13 0.65 -0.06
C -0.31 -4.38 0.52 -0.01
C -1.66 -4.15 0.40 -0.05
C -1.84 -2.74 0.46 -0.01
N -0.61 -2.15 0.51 -0.04
C -3.04 -2.04 0.67 -0.13
C -3.10 -0.63 0.53 0.05
C -4.23 0.20 0.75 0.00
C -3.89 1.46 0.33 0.06
C -2.55 1.41 -0.11 0.02
N -2.06 0.13 0.10 -0.03
C -4.16 -2.77 1.26 -0.01
C -5.49 -2.60 0.87 -0.02
C -6.52 -3.24 1.54 0.00
C -6.22 -4.06 2.61 -0.02
I -7.80 -4.97 3.72 0.00
C -4.91 -4.28 3.00 0.00
C -3.90 -3.65 2.32 -0.02
C 2.12 -1.60 3.51 0.00
C 1.86 -0.31 3.96 0.00
N 1.46 1.85 0.64 0.00
H -5.68 3.57 -3.13 0.00
H -4.20 1.99 -2.04 0.00
H -1.26 5.09 -1.64 0.00
H -2.71 6.63 -2.71 0.00
H -0.71 4.82 0.09 0.00
H 0.30 4.58 2.24 0.00
H -1.20 0.58 4.07 0.00
H -2.71 1.45 5.80 0.00
H -0.34 5.00 6.05 0.00
H 1.19 4.10 4.35 0.00
H 0.22 -4.46 2.99 0.00
H 1.04 -6.33 4.34 0.00
H 4.97 -5.75 2.76 0.00
H 4.15 -3.88 1.42 0.00
H 0.19 -5.34 0.55 0.00
H -2.45 -4.87 0.28 0.00
H -5.17 -0.10 1.19 0.00
H -4.50 2.34 0.36 0.00
H -5.73 -1.98 0.02 0.00
H -7.54 -3.10 1.22 0.00
H -4.68 -4.92 3.84 0.00
H -2.88 -3.79 2.64 0.00
H 2.63 -2.38 4.04 0.00
H 2.18 0.11 4.90 0.00
N 0.22 1.54 0.00 -0.01
N 0.21 2.93 -1.93 0.00
C -0.22 2.14 -2.96 0.00
N -0.50 2.74 -4.14 0.00
S -0.40 0.50 -2.84 0.02
H -0.40 1.34 0.81 0.00
H 1.99 2.46 0.03 0.00
H 0.36 3.91 -2.16 0.00
H -0.27 3.70 -4.33 0.00
H -0.70 2.14 -4.92 0.00
Cl 3.43 3.12 -2.35 0.00
C 2.80 2.62 -3.88 0.00
C 2.48 3.57 -4.84 0.00
C 2.00 3.16 -6.07 0.00
C 1.78 1.81 -6.31 0.00
C 2.06 0.87 -5.34 0.00
Cl 1.62 -0.78 -5.61 0.00
C 2.65 1.24 -4.12 0.00
N 3.09 0.34 -3.17 0.00
C 3.93 -0.72 -3.44 0.00
C 4.46 -0.92 -4.72 0.00
C 5.26 -2.02 -4.99 0.00
C 5.57 -2.92 -3.99 0.00
C 5.14 -2.66 -2.70 0.00
C 4.36 -1.56 -2.40 0.00
C 4.10 -1.22 -0.96 0.00
C 2.69 -1.54 -0.47 0.00
O 2.73 -2.56 0.34 0.00
O 1.72 -0.88 -0.80 0.01
H 2.62 4.62 -4.62 0.00
H 1.79 3.88 -6.84 0.00
H 1.36 1.49 -7.25 0.00
H 2.71 0.41 -2.23 0.00
H 4.26 -0.22 -5.51 0.00
H 5.65 -2.16 -5.99 0.00
H 6.17 -3.79 -4.20 0.00
H 5.44 -3.32 -1.90 0.00
H 4.27 -0.16 -0.78 0.00
H 4.79 -1.80 -0.34 0.00